Molecular formula: C24H39F9O30S6
Method: DFT, ωB97M-V/def2-TZVPD

Summary:
- relative energy (zero: lowest compared OMol25 entry of this formula, charge and spin) (kcal/mol) = 107.2
- SMILES = CCOC(=O)C(F)(F)F.CCOC(=O)C(F)(F)F.CCOC(=O)C(F)(F)F.O=S1(=O)OCCO1.O=S1(=O)OCCO1.O=S1(=O)OCCO1.O=S1(=O)OCCO1.O=S1(=O)OCCO1.O=S1(=O)OCCO1
- DFT total energy (a.u.) = -6482.763081
- net charge = 0
- F_max (eV/A) = 5.6

XYZ file:
```
108
Properties=species:S:1:pos:R:3:forces:R:3
S -15.73655 -9.01476 -13.75898 0.173 0.919 1.215
S -18.72728 -2.89457 -17.42074 0.412 2.419 1.121
S -19.86967 -12.10123 -11.27173 -0.017 0.232 0.053
S -17.34932 0.11922 -8.32079 0.425 -2.079 0.000
S -20.36540 -5.43632 -11.49268 0.029 -0.313 0.538
S -21.70782 -5.92004 -7.68734 -0.368 -0.105 0.184
F -13.10353 1.15023 -15.53228 -0.158 0.353 0.199
F -19.50596 -9.42212 -9.35652 -0.356 0.263 0.323
F -22.40718 -8.99189 -11.50486 0.285 0.172 -0.111
F -14.48397 2.63041 -14.63564 0.752 0.213 -0.343
F -24.41733 -9.34437 -12.17788 -0.430 -0.779 -0.915
F -13.38239 1.24920 -13.35348 0.028 0.254 -1.055
F -18.19719 -7.70268 -9.05406 -0.177 0.019 0.373
F -17.47710 -9.49317 -9.96708 0.453 -0.251 0.500
F -23.88006 -7.36756 -11.59526 0.505 0.215 -0.216
O -18.07412 -10.82330 -7.46455 0.384 0.852 -0.092
O -19.48657 -4.61652 -10.63958 -1.948 -1.620 -1.869
O -17.48345 -3.47744 -17.89529 -2.626 0.327 0.948
O -19.93815 -7.00936 -11.42815 -1.057 1.034 0.881
O -19.92572 -10.66500 -12.17614 0.980 -0.585 1.620
O -15.17472 -9.62715 -15.19305 -0.165 -0.580 3.365
O -16.42189 -7.70407 -14.48790 0.885 -0.132 0.389
O -15.83320 0.38563 -15.73785 1.723 0.464 3.148
O -20.02409 -3.51124 -18.11288 1.032 0.121 -2.487
O -21.27409 -6.81613 -8.74237 -0.325 1.281 1.583
O -15.49155 -0.25442 -13.57377 1.854 2.586 -0.164
O -20.80487 -11.99243 -10.12833 2.443 -0.115 -3.084
O -21.83205 -5.30825 -11.39876 3.696 -0.188 -0.498
O -18.50071 -12.61434 -11.06517 -3.402 1.555 -0.584
O -18.29958 -1.03431 -7.54413 1.932 1.835 1.518
O -17.96075 -0.48213 -9.76087 4.207 1.721 -0.749
O -16.84194 -9.76011 -13.19736 1.419 0.254 -1.279
O -15.87884 -0.14117 -8.13857 -5.046 0.567 -0.918
O -18.81416 -1.41641 -17.33648 -0.052 -3.687 -0.235
O -20.82856 -5.59699 -6.56233 -2.076 -0.593 -2.391
O -22.34523 -4.56403 -8.30017 2.831 0.984 0.797
O -14.66871 -8.63278 -12.82611 -2.013 -0.625 -2.701
O -20.56264 -12.91884 -12.48722 0.469 -0.055 0.051
O -25.36660 -8.54366 -9.62656 2.540 -0.927 -0.684
O -17.73715 -8.73643 -6.68823 -0.003 1.158 -0.617
O -19.25271 -3.53548 -15.97711 3.565 0.694 -1.342
O -17.89147 1.43376 -8.06567 0.800 -1.601 -0.318
O -23.19799 -6.43884 -7.24909 1.104 -0.992 1.203
O -23.36404 -9.52698 -9.01499 -1.249 2.388 -4.889
O -19.87387 -5.33470 -13.06506 -1.283 1.505 1.224
C -23.27196 -11.37301 -7.75933 -0.333 0.001 0.476
C -24.24610 -5.52900 -7.53519 -0.168 0.346 -0.401
C -15.71737 -9.26930 -5.34117 -2.257 0.895 -0.374
C -16.45555 -7.81640 -15.92762 -0.140 -1.380 0.147
C -15.26970 -8.73416 -16.25236 0.115 0.772 -1.107
C -15.21417 0.46886 -14.65784 -2.132 -1.809 -3.431
C -20.91485 -12.17786 -13.68690 -0.500 0.816 0.552
C -23.67244 -8.65960 -11.33976 -0.475 0.206 1.811
C -24.22469 -8.91818 -9.89797 -1.154 0.203 2.303
C -20.63170 -3.59913 -15.95424 -1.392 0.527 1.184
C -18.83065 -6.21138 -13.33891 1.252 -1.003 -1.277
C -16.00970 -2.48072 -14.24272 -0.139 -0.284 0.367
C -19.18455 -1.72544 -8.36576 -1.130 0.090 -1.170
C -18.90515 -7.37258 -12.33081 0.565 0.635 -0.418
C -23.84364 -9.93049 -7.79239 1.229 -1.988 2.003
C -17.32116 -9.08300 -5.37927 1.805 -0.829 0.678
C -18.28354 -9.03368 -8.99383 -0.051 0.336 -1.204
C -16.50494 -1.19663 -13.55851 -0.788 -1.924 -0.457
C -21.17000 -3.26073 -17.32981 -0.282 0.118 -0.204
C -17.97544 -9.62814 -7.61471 -0.405 -1.893 0.505
C -20.24875 -10.73905 -13.56414 -0.645 -1.644 0.685
C -23.64784 -4.75202 -8.70572 -2.355 -1.225 -0.081
C -19.25860 -0.89984 -9.65372 -1.242 -0.467 0.873
C -13.97809 1.39362 -14.57036 -1.069 -0.594 1.879
H -24.26543 -3.85562 -8.76196 0.845 0.419 -0.559
H -15.43123 -10.11565 -5.96561 -0.088 -0.394 0.633
H -20.82266 -4.62235 -15.63071 -0.734 0.327 0.248
H -23.68923 -11.97957 -8.56312 -0.114 0.073 -0.014
H -22.00722 -3.85844 -17.69021 0.404 -0.403 0.084
H -23.23726 -9.35221 -7.09526 -0.600 0.185 0.502
H -14.36965 -8.13968 -16.40922 0.267 -0.171 0.278
H -24.91558 -9.83382 -7.62004 0.144 0.115 -0.315
H -17.71070 -8.30770 -4.71952 0.475 0.343 -0.269
H -25.19010 -6.05419 -7.68056 0.388 -0.440 -0.644
H -15.38847 -9.44164 -17.07301 -0.340 0.712 -0.513
H -19.41396 -10.63293 -14.25693 0.495 -0.166 0.501
H -19.13547 -8.34436 -12.76749 -0.040 0.173 0.247
H -20.18941 -1.79841 -7.94979 0.258 -0.058 0.541
H -23.41174 -11.91139 -6.82194 -0.196 0.187 0.109
H -22.19856 -11.30459 -7.93605 -0.046 0.005 -0.028
H -15.62788 -2.31512 -15.25014 -0.400 0.315 -0.093
H -17.81566 -5.81438 -13.35625 -0.173 0.878 0.798
H -22.00437 -12.14566 -13.68806 -0.006 0.345 0.081
H -19.85617 0.01176 -9.65372 -0.662 -0.261 0.453
H -24.49950 -4.83950 -6.72991 0.729 0.024 0.474
H -20.91890 -2.77415 -15.30230 -0.659 -0.685 0.623
H -20.90203 -9.88026 -13.71839 -0.427 -0.387 -0.173
H -21.50201 -2.22874 -17.44323 0.352 0.168 0.179
H -19.59274 -1.55673 -10.45682 0.548 0.177 -0.305
H -16.85129 -3.17227 -14.28239 -0.006 -0.117 -0.176
H -17.43930 -0.91969 -14.04675 0.236 0.662 -0.252
H -20.64622 -12.73839 -14.58230 0.560 -0.018 0.322
H -15.19397 -2.99318 -13.73277 -0.053 0.215 0.432
H -17.80100 -9.98730 -5.00497 0.026 -0.282 -0.499
H -15.45923 -9.28740 -4.28234 0.392 -0.472 -0.230
H -16.44393 -6.83076 -16.39290 0.115 -0.133 0.231
H -17.93150 -7.37614 -11.84082 -0.260 -0.496 0.390
H -15.22105 -8.42762 -5.82422 -0.216 0.325 0.251
H -16.73789 -1.30894 -12.49963 0.112 -0.347 -0.045
H -23.59993 -5.35163 -9.61471 -0.593 0.219 -0.231
H -17.34634 -8.39120 -16.18097 -0.367 0.398 -0.093
H -18.89011 -6.48386 -14.39262 -0.750 -0.440 0.011
H -18.77511 -2.71031 -8.59048 -0.102 -0.055 0.023
```
Positions in Å, forces in eV/Å.



Molecular formula: C10H10N2O4SY
Method: DFT, ωB97M-V/def2-TZVPD

Summary:
- relative energy (zero: lowest compared OMol25 entry of this formula, charge and spin) (kcal/mol) = 29.7
- DFT total energy (a.u.) = -1232.883555
- net charge = +3
- F_max (eV/A) = 7.4

XYZ file:
```
28
Properties=species:S:1:pos:R:3:forces:R:3
Y -0.48276 -0.27304 0.47960 -2.161 0.863 -4.408
S -0.30298 0.41346 -2.17289 -0.814 -0.248 1.425
O -0.51196 2.52968 2.69343 0.565 -4.119 -3.317
O 2.14678 -0.96429 2.58219 -2.998 0.947 -3.298
O -1.57616 -1.01268 3.84505 1.602 1.260 -5.380
O -0.61275 -3.76593 1.41353 0.115 5.855 -1.247
N 1.48319 1.83624 -0.55672 0.225 -1.661 -0.552
N 2.38327 0.24974 -1.78707 -0.467 0.492 0.792
C 1.19529 0.83570 -1.47864 1.099 0.101 0.233
C -1.25698 -0.75770 2.75741 -2.510 -1.415 6.803
C -4.64620 -0.33998 0.84884 1.293 0.247 -0.612
C 3.42653 0.89088 -1.10644 -0.139 -0.980 -1.007
C 2.85357 1.84332 -0.35994 0.188 1.932 1.547
C 2.41648 -0.93750 -2.64507 0.212 -0.204 -0.434
C -0.58301 -2.63517 1.14774 -0.134 -7.339 0.951
C 1.36672 -0.72669 1.77311 5.310 -1.320 4.649
C -0.40819 1.63716 1.96627 -0.617 5.477 4.042
C -4.55945 -0.03871 -0.45805 1.247 -0.023 -0.215
H -4.46709 -0.83747 -1.20922 -0.413 0.513 0.228
H -4.42966 1.00520 -0.77497 -0.542 -0.495 -0.067
H 0.79098 2.46753 -0.17433 0.346 0.497 -0.533
H 4.48015 0.61491 -1.24892 -0.655 0.169 0.129
H 3.44028 -1.18467 -2.91888 -0.043 0.121 0.072
H 3.28926 2.58368 0.32694 -0.070 -0.517 -0.543
H -4.59555 -1.36285 1.16357 -0.543 -0.391 0.329
H -4.61838 0.45385 1.57132 -0.430 0.122 0.435
H 1.82722 -0.73717 -3.53710 0.181 0.036 -0.114
H 1.95139 -1.78750 -2.14076 0.156 0.079 0.091
```
Positions in Å, forces in eV/Å.



Molecular formula: C15H14ClN3O2S
Method: DFT, ωB97M-V/def2-TZVPD

Summary:
- SMILES = COc1ccc(C(=O)NC(=S)NCc2cccnc2)cc1Cl
- DFT total energy (a.u.) = -1753.160138
- net charge = 0
- F_max (eV/A) = 0.6

XYZ file:
```
36
Properties=species:S:1:pos:R:3:forces:R:3
Cl -5.35777 2.24881 -0.60031 -0.020 0.155 -0.016
S 1.66609 3.12652 -0.63889 0.094 0.429 -0.343
O -6.17265 -0.47237 -0.45414 0.311 0.296 0.025
O -0.06256 -0.58953 1.24162 -0.055 -0.117 0.011
N 2.03192 1.02760 0.94058 -0.407 -0.441 0.087
N 4.50594 -1.39058 -1.39038 -0.096 -0.412 -0.373
N -0.09936 1.35850 0.06922 -0.214 -0.070 0.028
C -4.30996 0.92783 -0.23893 -0.161 -0.135 -0.039
C -4.00593 -1.42523 0.12157 -0.255 -0.012 -0.048
C -2.12931 0.08486 0.30426 -0.399 -0.227 0.027
C -4.85568 -0.36721 -0.19338 0.119 0.181 0.015
C 5.68386 0.46905 0.28058 -0.156 -0.122 -0.091
C 3.76785 -0.58967 -0.64283 -0.129 0.310 0.283
C 3.44127 1.27712 1.06055 0.319 0.276 0.054
C 6.46156 -0.36495 -0.50195 -0.083 0.060 0.056
C 5.81968 -1.28159 -1.32276 0.271 0.030 0.020
C 1.22538 1.75926 0.17195 0.238 0.230 0.092
C -2.66804 -1.19693 0.37340 0.211 0.245 0.000
C -2.97246 1.15525 0.00123 -0.007 -0.272 0.028
C -0.68522 0.23717 0.59495 0.090 -0.037 0.059
C -6.77869 -1.74411 -0.40932 -0.126 -0.303 0.013
C 4.29777 0.36381 0.21888 0.057 -0.071 -0.082
H 6.14100 1.19963 0.93340 0.065 0.073 0.065
H 1.63600 0.17486 1.33495 -0.008 0.197 -0.072
H -2.01405 -2.01752 0.62503 0.044 -0.062 0.026
H -2.61878 2.17452 -0.01635 0.005 0.121 -0.014
H 7.53853 -0.30498 -0.47720 0.091 -0.014 -0.015
H 3.61854 2.31466 0.75287 -0.026 -0.199 0.166
H 3.72758 1.17433 2.11308 -0.056 0.036 -0.097
H -6.70431 -2.18697 0.58823 0.011 0.019 -0.043
H -4.38675 -2.43217 0.17500 -0.065 -0.082 -0.011
H 6.37896 -1.95845 -1.95481 0.136 -0.018 -0.019
H -0.65328 1.96997 -0.51669 0.222 -0.125 0.072
H 2.69862 -0.72326 -0.74424 -0.097 0.086 0.074
H -6.33953 -2.42246 -1.14667 -0.007 0.031 0.036
H -7.82626 -1.57579 -0.65250 0.084 -0.056 0.025
```
Positions in Å, forces in eV/Å.



Molecular formula: CH9NO5
Method: DFT, ωB97M-V/def2-TZVPD

Summary:
- relative energy (zero: lowest compared OMol25 entry of this formula, charge and spin) (kcal/mol) = 35.8
- SMILES = NC(=O)O.O.O.O
- DFT total energy (a.u.) = -474.448060
- net charge = 0
- F_max (eV/A) = 6.0

XYZ file:
```
16
Properties=species:S:1:pos:R:3:forces:R:3
O 1.08841 0.49175 2.57369 5.050 3.282 -0.379
O -1.88210 -0.43878 -0.00302 -2.949 0.145 0.480
O 2.31098 1.77684 -2.21324 -1.181 -4.257 1.633
O -0.70647 -2.59668 0.76843 -1.120 2.774 0.852
O 0.21520 -0.62832 -0.60495 -0.911 3.982 -0.382
N -0.80631 1.54193 -0.49072 1.104 -0.445 -0.051
C -0.92030 0.17265 -0.33645 3.042 0.465 -1.027
H 0.08213 2.02405 -0.42885 0.141 -0.736 -0.090
H -0.76585 -3.47274 0.49380 -0.551 -2.303 -0.701
H -1.58341 -2.09579 0.64920 1.498 -1.181 0.142
H 1.46983 1.19934 -2.11233 1.002 1.963 -0.730
H 2.02278 0.19918 2.84780 -1.856 1.106 -0.779
H -0.21608 -1.43983 -0.35759 0.598 -1.886 0.459
H -1.52064 2.18164 -0.78798 -0.711 -0.710 0.319
H 0.65509 -0.24787 2.79220 -3.234 -4.379 1.103
H 2.81395 0.98417 -1.80983 0.077 2.182 -0.850
```
Positions in Å, forces in eV/Å.